# C3H7ClO2

2 unconnected molecules or ions with the total composition C3H7ClO2 (ωB97M-V/def2-TZVPD, the Open Molecules 2025 dataset).

```
13
Properties=species:S:1:pos:R:3:forces:R:3:lowdin_charge:R:1
C -1.08621 -0.44863 0.15508 -0.565 1.148 -1.275 0.0218
C -0.23679 0.62025 0.03430 0.531 -3.083 3.048 -0.4740
C 1.05212 0.68732 0.87757 -1.792 1.028 -1.098 0.0049
O -0.44771 1.72432 -0.63550 -0.554 1.182 -1.282 0.0864
H -1.13380 -1.35076 0.74780 1.342 0.275 0.466 0.0763
H -2.00277 -0.48552 -0.42650 -0.071 0.616 -0.344 0.0618
H 0.79245 0.75042 1.89084 -0.513 -0.324 1.566 0.0702
H 1.56652 1.59198 0.71218 0.522 1.224 -0.639 0.0700
H 1.74429 -0.07025 0.72549 0.942 -1.754 -0.394 0.0610
H -1.30876 1.70109 -1.07872 0.104 -0.018 0.040 0.1327
O 1.02439 -1.65915 -1.59679 -2.223 1.360 -0.140 -0.6128
Cl 0.08565 -2.18768 -2.97189 0.761 0.489 1.200 0.4917
H 0.36849 -0.94830 -1.13700 1.517 -2.145 -1.149 0.0100
```
Positions in Å, forces in eV/Å.

Computed properties:
SMILES: C=C(C)O.OCl
relative energy (zero: lowest compared OMol25 entry of this formula, charge and spin): 330.8 kJ/mol
E: -19838.8770 eV
HOMO energy: -9.397 eV
2S+1: 1

# C3H7ClOS

2 unconnected molecules or ions with the total composition C3H7ClOS (ωB97M-V/def2-TZVPD, the Open Molecules 2025 dataset).

```
13
Properties=species:S:1:pos:R:3:forces:R:3:lowdin_charge:R:1
C 0.93522 -0.95836 1.28848 4.773 -1.044 -0.876 -0.1382
C 0.45353 -0.92796 -0.11463 -2.191 -2.585 0.827 -0.3362
C -1.01421 -0.57447 -0.36567 0.847 -0.439 -0.224 -1.2530
S -1.43751 -0.20645 -1.84530 -0.749 0.090 -0.754 0.7373
Cl -2.13634 -0.67241 0.93204 -0.149 -0.027 0.451 0.6478
H 1.91652 -0.44634 1.32261 -0.680 0.710 0.175 0.0868
H 1.35911 -1.89719 1.69170 -1.112 -0.281 -0.519 0.0885
H 0.28218 -0.58427 1.94032 -2.367 1.668 2.814 -0.0085
H 0.50056 -2.01059 -0.40467 0.249 1.123 -0.837 0.1332
H 0.93602 -0.22856 -0.72080 1.265 0.443 -1.124 0.0692
O -0.56927 2.49656 -1.36627 0.918 1.111 0.832 -0.1676
H 0.13957 2.95918 -0.80085 -2.226 -0.525 -1.439 0.0846
H -1.36536 3.05087 -1.55697 1.422 -0.243 0.674 0.0560
```
Positions in Å, forces in eV/Å.

Computed properties:
SMILES: CCC(=S)Cl.O
relative energy (zero: lowest compared OMol25 entry of this formula, charge and spin): 155.5 kJ/mol
E: -28628.1648 eV
HOMO energy: -8.688 eV
2S+1: 1

# C3H7F3O3Si

A single C3H7F3O3Si molecule (ωB97M-V/def2-TZVPD, the Open Molecules 2025 dataset).

```
17
Properties=species:S:1:pos:R:3:forces:R:3:lowdin_charge:R:1
C -1.88283 1.44580 -1.58253 -0.832 -0.390 -1.478 -0.1282
O -1.45282 0.70575 -0.48159 0.514 -1.306 0.667 -0.1659
Si -0.16497 -0.22846 -0.21843 0.809 0.232 2.802 0.2457
F -0.32448 -1.76323 -0.63123 0.032 0.800 -0.448 -0.0352
O 1.22823 0.46378 -0.67736 -1.189 0.213 -0.943 -0.1499
C 2.57423 0.06736 -0.65336 0.424 2.060 -0.333 -0.1037
O 0.05433 -0.24634 1.51104 -0.508 -0.171 -1.465 -0.0147
C -0.51312 -1.07885 2.42548 -1.199 0.197 -3.849 -0.4899
F -0.60139 -2.33639 1.90569 -0.116 -0.301 0.282 0.0655
F -1.77084 -0.70813 2.72043 -0.355 0.182 0.200 0.1007
H -1.27727 2.38259 -1.54008 -0.972 -0.481 -0.788 0.1045
H -3.00623 1.55231 -1.54001 1.248 0.557 0.455 0.0996
H -1.80722 0.82807 -2.53770 0.599 1.057 0.891 0.1030
H 2.77153 -0.32828 0.28670 0.644 -1.052 1.638 0.0650
H 3.27081 0.93104 -0.79340 -0.925 -0.225 0.206 0.1056
H 2.83517 -0.57698 -1.43928 -0.002 -1.292 -1.008 0.0709
H 0.06686 -1.11006 3.24564 1.828 -0.081 3.172 0.1271
```
Positions in Å, forces in eV/Å.

Computed properties:
SMILES: CO[Si](F)(OC)OC(F)F
relative energy (zero: lowest compared OMol25 entry of this formula, charge and spin): 0.0 kJ/mol
E: -25401.7858 eV
HOMO energy: -11.374 eV
2S+1: 1

Q: What is the HOMO energy in the first record?
A: -9.397 eV

Q: Which value of relative energy (zero: lowest compared OMol25 entry of this formula, charge and spin) does entry 2 give?
A: 155.5 kJ/mol

Q: Among the records above, which one has the lowest HOMO energy?
A: C3H7F3O3Si

Q: Number 2 is which compound?
A: C3H7ClOS